[1]
27
Properties=species:S:1:pos:R:3:forces:R:3:nbo_charge:R:1 method="wB97M-V/def2-TZVPD" gap_ha=0.109 lumo_ev=-17.63 multiplicity=1 e_tot_ev=-26731.6618 relative_energy_kcal_mol=26.9 charge=+3
Rb -16.200860 28.633500 -7.917110 0.0 0.0 0.3 1.00
Tl -20.147050 29.375740 -11.644020 0.4 -0.2 0.3 1.08
F -17.703630 28.675100 -10.295390 -0.4 0.0 -0.6 -0.59
C -17.327410 25.736350 -12.384120 0.0 -0.4 0.8 -0.25
O -18.365030 25.046150 -13.034130 -1.4 -0.3 -0.9 -0.34
C -19.616150 25.513810 -13.119960 -1.0 1.9 0.0 1.00
O -20.066620 26.507990 -12.490950 1.0 -2.6 -1.7 -0.55
O -20.286580 24.786560 -14.043790 1.9 1.0 1.9 -0.33
C -21.613790 25.047740 -14.423030 -1.4 -0.8 -0.1 -0.28
H -16.888500 26.489720 -13.038250 -0.1 0.2 -0.2 0.21
H -16.581200 24.982090 -12.134390 -0.1 0.1 0.0 0.26
H -17.760530 26.202970 -11.499380 0.4 0.4 0.2 0.24
H -21.780830 25.915750 -15.060810 0.5 0.2 -0.2 0.24
H -22.260980 25.191260 -13.557780 0.0 0.1 0.5 0.26
H -21.953330 24.117290 -14.878080 0.1 0.3 -0.3 0.26
C -17.413400 28.009480 -15.910340 0.6 -0.8 -0.1 -0.26
O -16.375900 28.700040 -15.246710 -0.3 0.9 3.5 -0.29
C -16.536730 28.991130 -13.867150 1.7 0.9 -0.2 1.00
O -17.587920 28.933020 -13.243570 1.0 -0.1 -0.9 -0.48
O -15.341040 29.395870 -13.357860 -1.3 -0.1 -1.1 -0.37
C -15.169890 29.820340 -11.969690 -0.7 -1.8 1.1 -0.27
H -17.880000 27.270660 -15.258780 -0.3 0.3 0.0 0.19
H -16.876740 27.501790 -16.711810 0.1 -0.1 -0.3 0.29
H -18.082270 28.691070 -16.435840 -0.3 0.3 0.1 0.28
H -15.351140 28.940870 -11.351810 -0.7 -0.5 -0.1 0.20
H -15.923480 30.525230 -11.618500 0.1 0.4 -0.5 0.24
H -14.149070 29.992960 -11.628780 0.2 0.9 -1.5 0.27

***

[2]
36
Properties=species:S:1:pos:R:3:forces:R:3:nbo_charge:R:1 method="wB97M-V/def2-TZVPD" gap_ha=0.290 lumo_ev=-0.84 multiplicity=1 e_tot_ev=-57493.0894 relative_energy_kcal_mol=22.7 smiles="NS(=O)(=O)c1ccc(NC(=S)NCc2cccc(Cl)c2)cc1"
N 1.554323 -0.348357 3.409372 0.5 -0.4 -1.4 -1.06
S 1.510173 -1.962866 3.209494 3.7 -1.9 6.7 2.32
O 2.871265 -2.531474 3.112598 -1.7 1.6 0.4 -0.93
O 0.668848 -2.474477 4.294842 0.3 0.3 -2.1 -0.92
C 0.948709 -2.015375 1.734922 -9.3 -2.7 -2.8 -0.43
C -0.567256 -2.423640 1.735706 2.9 2.0 -3.3 -0.16
C -1.258341 -2.440395 0.576964 5.0 0.2 -4.5 -0.19
C -0.264308 -2.251239 -0.789827 -1.2 1.7 3.7 0.25
C 1.100635 -2.074971 -0.642936 -3.5 -0.6 -3.1 -0.30
C 1.582096 -1.955212 0.592396 4.1 -0.7 1.5 -0.13
H 2.638636 -2.064507 0.696522 0.9 0.7 0.0 0.25
H 1.728065 -2.066864 -1.523405 0.1 0.2 0.0 0.25
N -0.924501 -1.961621 -1.975533 -3.6 -10.6 3.8 -0.63
C -1.153386 -1.075163 -2.796124 4.4 9.0 -2.7 0.26
N -0.019235 -0.045480 -2.626256 -3.6 0.0 -1.7 -0.66
H 0.461177 -0.261870 -1.765259 0.1 0.5 0.0 0.37
C -0.419691 1.482067 -2.812936 -2.6 -6.1 0.0 -0.20
C -0.488926 2.162829 -1.520149 1.8 0.0 -12.0 -0.16
C -0.739987 1.497879 -0.547926 -4.8 -7.1 17.5 -0.19
C -0.872507 2.225098 0.814756 3.0 2.0 -5.4 -0.03
C -0.386662 3.642981 0.759297 -4.0 -8.4 8.7 -0.29
C -0.292871 4.092225 -0.351879 5.5 8.4 -15.9 -0.14
C -0.204067 3.389525 -1.652477 -0.9 5.1 8.5 -0.16
H -0.040558 3.883648 -2.472989 1.0 2.5 -4.4 0.20
H 0.248530 5.177303 -0.650227 -2.0 -2.1 1.7 0.19
H -0.528083 4.238277 1.580039 0.3 1.2 2.3 0.22
Cl -1.135717 1.674171 2.334809 -0.8 -1.6 1.7 0.08
H -0.997842 0.367802 -0.447199 0.5 2.3 -0.6 0.22
H 0.362134 1.691998 -3.394660 2.7 2.1 -2.3 0.21
H -1.386546 1.445980 -3.412845 1.2 0.2 0.8 0.24
S -2.315829 -0.924192 -3.893941 -1.2 -0.1 -0.9 -0.16
H -1.724115 -2.702679 -2.116083 1.8 1.4 0.4 0.41
H -2.233637 -2.712387 0.257939 -0.9 -0.1 0.6 0.23
H -1.070761 -2.538936 2.604153 -1.2 -0.5 2.9 0.23
H 0.882327 0.081796 3.977412 -1.1 0.3 1.0 0.41
H 2.467908 -0.221871 3.701430 2.2 1.2 0.8 0.40

***

[3]
26
Properties=species:S:1:pos:R:3:forces:R:3:nbo_charge:R:1 method="wB97M-V/def2-TZVPD" gap_ha=0.365 lumo_ev=3.23 multiplicity=1 e_tot_ev=-18703.6072 relative_energy_kcal_mol=67.3 charge=-1
O -0.285207 -0.271609 -0.275496 -1.0 -0.4 -1.6 -1.24
H 0.242612 -0.042213 0.447508 1.8 0.6 1.4 0.45
O -0.841588 0.171099 -2.767959 0.2 0.2 0.2 -1.02
H -0.582426 0.126429 -1.785329 0.0 -0.4 -1.5 0.50
H -0.091746 -0.123598 -3.315261 -0.4 0.1 0.8 0.47
O 0.525694 -2.723917 -1.040467 4.1 1.6 2.0 -0.97
H -0.066378 -1.975154 -0.858784 0.0 0.2 -0.4 0.49
H 1.404422 -2.263777 -0.529102 -3.6 -2.1 -2.3 0.46
O 1.580208 1.557319 -1.196161 -0.8 -0.2 0.1 -0.99
H 0.771802 0.963834 -1.126332 1.0 0.6 0.0 0.50
H 1.264346 2.413543 -1.506678 -0.1 -0.2 -0.2 0.46
O -3.042985 -0.578238 -0.637248 2.9 1.3 -0.8 -0.98
H -3.192471 -0.673483 -1.584209 -0.3 -0.1 -0.1 0.45
H -2.056900 -0.177538 -0.700327 -3.0 -1.4 1.0 0.50
O 3.353287 0.778742 1.064505 2.4 -3.2 3.2 -0.95
H 2.437042 0.969853 1.043363 -1.6 0.7 0.0 0.49
H 3.434021 0.117804 1.901923 -0.3 2.5 -3.1 0.44
O -1.659272 0.870394 1.754314 2.9 -2.3 2.8 -0.96
H -1.103651 0.426527 1.079454 -1.3 0.7 -1.3 0.47
H -1.053994 0.316717 2.433768 -2.6 2.0 -1.0 0.45
O 0.963891 2.101616 1.535517 3.6 -3.0 2.5 -0.95
H 0.682976 2.237094 0.703638 -1.7 0.9 -4.5 0.48
H 0.573263 2.652558 2.133993 -1.9 2.1 2.1 0.47
O -1.050755 -2.212333 1.468445 0.9 1.0 -1.1 -1.00
H -1.481434 -2.990013 1.112301 0.0 0.0 -0.2 0.46
H -0.724758 -1.671657 0.644624 -1.1 -1.1 2.0 0.49

***

[4]
113
Properties=species:S:1:pos:R:3:forces:R:3:lowdin_spin:R:1 method="wB97M-V/def2-TZVPD" gap_ha="0.272 / 0.241" s2=0.754 lumo_ev="-2.15 / -3.35" multiplicity=2 e_tot_ev=-141907.7298 relative_energy_kcal_mol=35.8 charge=+1
Pt 0.642967 -0.214153 0.059698 0.2 0.5 0.2 0.01
C 1.898585 -3.552892 3.674944 0.0 -0.1 0.0 0.00
Sb 0.987501 -3.106586 1.773666 -0.1 -0.1 -0.2 0.00
C 2.058505 -1.315330 1.113707 0.0 0.1 0.1 0.00
C 2.455870 -0.374090 2.229100 0.0 -0.1 0.1 0.00
C 3.225841 0.768835 1.967606 0.0 0.0 0.0 0.00
C 3.570982 1.619961 3.000590 0.0 0.0 0.0 0.00
C 3.131776 1.334560 4.285249 0.0 0.0 0.0 0.00
C 2.350808 0.205983 4.456466 0.0 0.0 0.0 0.00
N 2.020281 -0.624061 3.468350 0.0 0.0 0.0 0.00
Si 3.612193 -1.994207 0.240960 0.0 0.0 0.1 0.00
C 3.221136 -3.244105 -1.112714 0.0 0.0 0.0 0.00
C 4.789409 -0.711799 -0.500054 0.0 0.0 0.0 0.00
C 4.645575 -2.884700 1.529287 0.0 0.0 0.0 0.00
C -1.011826 -2.264371 2.345881 0.2 0.0 0.0 0.00
C -0.950262 -0.800659 2.658849 -0.2 0.0 0.0 0.00
C -1.573941 -0.295695 3.813124 -0.1 0.0 -0.1 0.00
C -1.495574 1.025801 4.184557 0.0 0.0 0.0 0.00
C -0.767216 1.897431 3.391502 0.0 0.0 0.0 0.00
C -0.211753 1.384186 2.249435 0.1 0.0 0.0 0.00
N -0.323284 0.099009 1.857758 0.1 -0.1 0.0 0.00
Si -2.168274 -2.702544 0.869477 -0.1 0.0 0.1 0.00
C -3.702446 -1.615978 1.043375 0.0 0.0 0.0 0.00
C -2.698779 -4.498706 0.877715 0.0 0.0 0.0 0.00
C -1.447985 -2.559778 -0.866386 0.1 0.0 0.1 0.00
Si -1.569118 -3.317014 3.879029 0.0 0.0 0.0 0.00
C -0.754873 -2.696734 5.469814 0.0 0.0 0.0 0.00
C -3.430479 -3.233270 4.174103 0.0 0.0 0.0 0.00
C -1.160626 -5.140880 3.690605 0.0 0.0 0.0 0.00
H 2.966981 -3.389062 3.559150 0.0 0.0 0.0 0.00
H 1.723851 -4.601035 3.912273 0.0 0.0 0.0 0.00
H 1.540363 -2.918450 4.471331 0.0 0.0 0.0 0.00
H 3.533702 0.989725 0.955767 0.0 0.0 0.0 0.00
H 4.171276 2.499813 2.805067 0.0 0.0 0.0 0.00
H 3.382655 1.965335 5.126413 0.0 0.0 0.0 0.00
H 1.964748 -0.049746 5.438728 0.0 0.0 0.0 0.00
H 2.871648 -2.824294 -2.057725 0.0 0.0 0.0 0.00
H 2.495045 -3.990893 -0.789482 0.0 0.0 0.0 0.00
H 4.150902 -3.771477 -1.343673 0.0 0.0 0.0 0.00
H 4.382603 0.076823 -1.138956 0.0 0.0 0.0 0.00
H 5.519616 -1.261110 -1.100978 0.0 0.0 0.0 0.00
H 5.341720 -0.212810 0.297791 0.0 0.0 0.0 0.00
H 4.317257 -3.914630 1.684585 0.0 0.0 0.0 0.00
H 4.625138 -2.369775 2.491849 0.0 0.0 0.0 0.00
H 5.686412 -2.921024 1.198661 0.0 0.0 0.0 0.00
H -2.136231 -0.963944 4.440462 0.0 0.0 0.0 0.00
H -1.980608 1.364359 5.090996 0.0 0.0 0.0 0.00
H -0.637885 2.941614 3.635463 0.0 0.0 0.0 0.00
H 0.388199 2.007231 1.607369 0.0 0.0 0.0 0.00
H -4.424016 -2.103845 1.700830 0.0 0.0 0.0 0.00
H -4.199017 -1.457258 0.082320 0.0 0.0 0.0 0.00
H -3.473510 -0.643645 1.487160 0.0 0.0 0.0 0.00
H -3.316277 -4.797925 1.720581 0.0 0.0 0.0 0.00
H -1.836502 -5.166349 0.830343 0.0 0.0 0.0 0.00
H -3.286756 -4.653281 -0.031635 0.0 0.0 0.0 0.00
H -0.796064 -1.699913 -1.015512 -0.1 0.0 -0.1 0.00
H -2.262420 -2.525877 -1.596240 0.0 0.0 0.0 0.00
H -0.854619 -3.454903 -1.067739 0.0 0.0 0.0 0.00
H -0.001809 -1.926526 5.305832 0.0 0.0 0.0 0.00
H -0.277368 -3.531481 5.986132 0.0 0.0 0.0 0.00
H -1.507124 -2.281424 6.144607 0.0 0.0 0.0 0.00
H -3.828111 -2.217708 4.211592 0.0 0.0 0.0 0.00
H -3.634459 -3.699115 5.142221 0.0 0.0 0.0 0.00
H -4.006003 -3.779084 3.427292 0.0 0.0 0.0 0.00
H -0.182381 -5.359646 3.265311 0.0 0.0 0.0 0.00
H -1.897445 -5.671895 3.092873 0.0 0.0 0.0 0.00
H -1.177945 -5.574077 4.694379 0.0 0.0 0.0 0.00
C -0.628956 0.186084 -6.035220 0.0 -0.1 0.1 0.09
Ge -0.321601 1.196827 -4.381060 0.0 0.3 -0.2 0.47
C 1.304264 2.271000 -4.674000 0.0 0.0 0.0 0.09
C 1.535140 2.773037 -5.954980 0.0 0.0 0.0 0.02
C 2.665655 3.531104 -6.231054 0.0 0.0 0.0 0.00
C 3.588810 3.796714 -5.230755 0.0 0.0 0.0 0.00
C 3.375138 3.306644 -3.950050 0.0 0.0 0.0 0.00
C 2.243269 2.550903 -3.680060 0.0 0.0 0.0 0.01
C -1.904919 2.290355 -4.032161 -0.1 -0.1 0.1 0.07
C -3.064264 1.897971 -4.662336 0.0 0.0 0.0 0.04
C -4.266178 2.623803 -4.520089 0.0 0.0 0.0 0.00
C -4.296038 3.754744 -3.758874 0.0 0.0 0.0 0.03
C -3.124776 4.207213 -3.101099 -0.1 -0.2 0.2 0.00
C -3.106549 5.425341 -2.377549 0.0 0.1 -0.2 0.01
C -1.925909 5.948387 -1.916779 0.0 -0.1 0.4 0.00
C -0.755429 5.181027 -1.983563 -0.3 -0.3 0.5 0.01
C -0.801574 3.872272 -2.436864 0.5 2.1 -3.2 0.00
C -1.933522 3.451333 -3.201857 -0.1 -0.2 0.4 0.01
H -1.114042 0.827613 -6.772656 0.0 0.0 0.0 0.01
H -1.256676 -0.688215 -5.870767 0.0 0.0 0.0 0.00
H 0.330836 -0.147026 -6.427214 0.0 0.0 0.0 0.00
H 0.825743 2.583376 -6.752466 0.0 0.0 0.0 0.00
H 2.825430 3.913535 -7.230767 0.0 0.0 0.0 0.00
H 4.468721 4.387976 -5.446780 0.0 0.0 0.0 0.00
H 4.086456 3.519625 -3.162005 0.0 0.0 0.0 0.00
H 2.079113 2.209490 -2.660848 0.0 0.0 0.0 0.00
H -3.065493 1.021240 -5.299272 0.0 0.0 0.0 0.00
H -5.158607 2.289498 -5.033091 0.0 0.0 0.0 0.00
H -5.208314 4.331292 -3.662011 0.0 0.0 0.0 0.00
H -4.026158 5.992591 -2.293314 0.0 0.0 0.0 0.00
H -1.906567 6.941453 -1.486222 0.0 0.0 0.0 0.00
H 0.166870 5.557549 -1.556757 0.0 0.1 -0.2 0.00
H 0.140921 3.562047 -2.878262 0.2 -0.8 1.0 0.00
N 1.586026 -0.462178 -1.753097 0.0 0.0 -0.1 0.03
H 1.202999 0.181248 -2.448984 -0.1 0.0 0.0 0.06
H 1.429928 -1.405450 -2.097972 0.0 0.0 0.0 0.00
H 2.591622 -0.320443 -1.715684 0.0 0.0 0.0 0.00
N -2.827406 1.806095 -0.160418 -0.1 0.1 -0.1 0.00
C -2.092575 2.951251 -0.001101 -0.3 0.3 -0.8 0.00
C -0.852181 2.688335 -0.547933 0.2 -1.8 3.2 0.00
N -0.788488 1.311087 -0.806588 -0.5 -0.3 -0.1 0.01
C -2.019042 0.854936 -0.646071 0.0 0.0 -0.3 0.00
H -3.811097 1.693583 0.023018 0.0 0.0 0.0 0.00
H -2.552995 3.884291 0.274683 0.1 0.0 0.2 0.00
H 0.032778 3.089392 -0.076616 0.3 0.7 -1.1 0.00
H -2.360919 -0.139865 -0.873584 0.0 0.0 0.1 0.00

***

Repeat the first record exactly.
27
Properties=species:S:1:pos:R:3:forces:R:3:nbo_charge:R:1 method="wB97M-V/def2-TZVPD" gap_ha=0.109 lumo_ev=-17.63 multiplicity=1 e_tot_ev=-26731.6618 relative_energy_kcal_mol=26.9 charge=+3
Rb -16.200860 28.633500 -7.917110 0.0 0.0 0.3 1.00
Tl -20.147050 29.375740 -11.644020 0.4 -0.2 0.3 1.08
F -17.703630 28.675100 -10.295390 -0.4 0.0 -0.6 -0.59
C -17.327410 25.736350 -12.384120 0.0 -0.4 0.8 -0.25
O -18.365030 25.046150 -13.034130 -1.4 -0.3 -0.9 -0.34
C -19.616150 25.513810 -13.119960 -1.0 1.9 0.0 1.00
O -20.066620 26.507990 -12.490950 1.0 -2.6 -1.7 -0.55
O -20.286580 24.786560 -14.043790 1.9 1.0 1.9 -0.33
C -21.613790 25.047740 -14.423030 -1.4 -0.8 -0.1 -0.28
H -16.888500 26.489720 -13.038250 -0.1 0.2 -0.2 0.21
H -16.581200 24.982090 -12.134390 -0.1 0.1 0.0 0.26
H -17.760530 26.202970 -11.499380 0.4 0.4 0.2 0.24
H -21.780830 25.915750 -15.060810 0.5 0.2 -0.2 0.24
H -22.260980 25.191260 -13.557780 0.0 0.1 0.5 0.26
H -21.953330 24.117290 -14.878080 0.1 0.3 -0.3 0.26
C -17.413400 28.009480 -15.910340 0.6 -0.8 -0.1 -0.26
O -16.375900 28.700040 -15.246710 -0.3 0.9 3.5 -0.29
C -16.536730 28.991130 -13.867150 1.7 0.9 -0.2 1.00
O -17.587920 28.933020 -13.243570 1.0 -0.1 -0.9 -0.48
O -15.341040 29.395870 -13.357860 -1.3 -0.1 -1.1 -0.37
C -15.169890 29.820340 -11.969690 -0.7 -1.8 1.1 -0.27
H -17.880000 27.270660 -15.258780 -0.3 0.3 0.0 0.19
H -16.876740 27.501790 -16.711810 0.1 -0.1 -0.3 0.29
H -18.082270 28.691070 -16.435840 -0.3 0.3 0.1 0.28
H -15.351140 28.940870 -11.351810 -0.7 -0.5 -0.1 0.20
H -15.923480 30.525230 -11.618500 0.1 0.4 -0.5 0.24
H -14.149070 29.992960 -11.628780 0.2 0.9 -1.5 0.27

***

Among the records above, which one has the highest multiplicity?
C42H60GeN5PtSbSi3